(1)
C16H12Cl5F6LuN3O8S2 as an isolated structure at a distorted geometry, computed with ωB97M-V/def2-TZVPD.

Geometry as XYZ:
```
53
Properties=species:S:1:pos:R:3:mulliken_charge:R:1
Lu 0.475 -0.443 -1.611 1.84
Cl 4.405 5.226 -1.622 -0.24
C 3.833 3.604 -1.845 0.28
C 4.676 2.624 -2.338 0.25
Cl 6.319 3.003 -2.740 -0.24
C 4.199 1.316 -2.504 0.22
Cl 5.231 0.063 -3.110 -0.22
C 2.889 0.977 -2.189 0.21
O 2.393 -0.236 -2.327 -0.92
C 2.016 1.991 -1.687 -0.45
O 0.786 1.632 -1.398 -0.10
C 2.509 3.279 -1.522 0.00
Cl 1.428 4.476 -0.880 -0.22
F -1.729 3.029 -0.850 -0.22
C -2.152 1.797 -0.657 0.70
F -1.303 1.151 0.155 -0.11
F -3.341 1.841 -0.033 -0.25
S -2.444 0.942 -2.304 0.99
O -1.163 0.492 -2.839 -0.61
O -3.173 1.933 -3.016 -0.66
N -3.355 -0.290 -1.918 -0.61
S -2.624 -1.625 -1.487 1.03
O -2.514 -2.633 -2.486 -0.66
O -1.451 -1.352 -0.650 -0.34
C -3.870 -2.254 -0.290 0.59
F -3.936 -1.464 0.785 -0.21
F -3.507 -3.477 0.106 -0.21
F -5.074 -2.323 -0.850 -0.21
N 1.342 -0.355 0.589 -0.47
C 1.040 -0.319 1.703 0.45
N 0.700 -0.285 2.972 -0.01
C -0.112 -1.395 3.507 -0.75
C -1.310 -0.833 4.274 -0.76
C -1.876 0.379 3.539 -0.05
C -0.866 1.541 3.532 -0.49
C 0.570 1.018 3.636 -0.87
H 0.509 -2.034 4.139 0.29
H -0.459 -1.988 2.660 0.35
H -1.017 -0.554 5.290 0.33
H -2.058 -1.621 4.366 0.44
H -2.814 0.699 3.995 0.47
H -2.110 0.088 2.512 -0.19
H -1.050 2.221 4.367 0.41
H -0.976 2.120 2.616 0.13
H 0.867 0.875 4.676 0.33
H 1.282 1.706 3.184 0.49
Cl 3.164 -4.022 -3.145 -0.21
C 1.381 -4.073 -3.044 -0.66
C 0.861 -2.790 -2.424 0.74
O 0.977 -2.621 -1.186 -0.63
O 0.324 -1.931 -3.181 -0.61
H 1.115 -4.920 -2.419 0.30
H 0.995 -4.186 -4.051 0.35
```

## Properties
**Orbital gap**: 6.6 eV
**Spin multiplicity**: 1
**HOMO**: -4.46 eV
**Electronic energy**: -171852.9921 eV
**Net charge**: -1
**ΔE to the lowest compared entry with this formula, charge and spin**: 0.100 eV

***

(2)
C16H12ClN3S in the gas phase at a distorted geometry, computed with ωB97M-V/def2-TZVPD.

Geometry as XYZ:
```
33
Properties=species:S:1:pos:R:3:mulliken_charge:R:1
Cl -2.304 3.386 -0.049 -0.23
C -3.153 1.880 -0.090 0.24
C -4.329 1.778 -0.815 -0.52
C -4.994 0.565 -0.845 -0.43
C -4.491 -0.528 -0.163 -0.67
C -3.313 -0.418 0.568 0.71
C -2.751 -1.605 1.277 -1.07
S -1.867 -2.702 0.098 -0.16
C -0.317 -1.908 -0.012 0.48
C 0.642 -2.383 -0.923 -0.53
C 1.844 -1.725 -0.961 -0.55
C 2.024 -0.638 -0.081 0.44
C 3.263 0.138 -0.022 0.80
C 3.243 1.459 0.429 -0.32
C 4.427 2.170 0.478 -0.50
C 5.593 1.538 0.068 -0.20
N 5.629 0.282 -0.342 -0.62
C 4.500 -0.399 -0.380 -0.47
N 1.056 -0.259 0.742 -0.72
N -0.083 -0.872 0.778 -0.12
C -2.640 0.797 0.603 -0.42
H -4.713 2.634 -1.348 0.42
H -5.910 0.473 -1.408 0.37
H -5.009 -1.474 -0.198 0.37
H -3.534 -2.235 1.698 0.55
H -2.025 -1.324 2.036 0.42
H 0.416 -3.223 -1.562 0.39
H 2.619 -2.013 -1.654 0.33
H 2.304 1.899 0.727 0.50
H 4.447 3.194 0.819 0.38
H 6.545 2.054 0.072 0.37
H 4.597 -1.430 -0.696 0.35
H -1.718 0.888 1.155 0.43
```

## Properties
**Orbital gap**: 8.7 eV
**Spin multiplicity**: 1
**HOMO**: -8.53 eV
**Electronic energy**: -44614.1280 eV
**Net charge**: 0

***

(3)
C16H12F24N8O16S8Zn as an isolated structure at a distorted geometry, computed with ωB97M-V/def2-TZVPD.

Geometry as XYZ:
```
85
Properties=species:S:1:pos:R:3:mulliken_charge:R:1
Zn 0.848 -1.505 -1.969 0.14
C 4.409 -1.880 0.186 0.69
F 3.526 -1.695 1.194 -0.17
F 4.626 -0.779 -0.473 -0.14
F 5.522 -2.365 0.672 -0.25
S 3.505 -3.189 -0.874 0.75
O 4.594 -4.038 -1.298 -0.63
O 2.526 -3.892 -0.093 -0.46
N 2.701 -2.092 -2.056 0.34
S 3.766 -1.746 -3.241 0.70
O 3.349 -0.571 -4.010 -0.61
O 5.155 -1.776 -2.870 -0.55
C 3.516 -3.119 -4.533 0.64
F 4.383 -2.911 -5.510 -0.22
F 3.897 -4.270 -3.959 -0.21
F 2.266 -3.176 -4.908 -0.07
C -5.249 0.419 2.378 0.65
F -5.118 -0.881 2.126 -0.23
F -4.099 1.010 2.616 -0.15
F -5.874 0.996 1.357 -0.25
S -6.340 0.539 3.906 0.99
O -5.973 -0.624 4.726 -0.68
O -6.065 1.819 4.491 -0.55
N -7.904 0.163 3.203 -0.46
S -8.896 1.412 3.344 0.95
O -8.323 2.711 3.099 -0.62
O -10.045 1.205 2.463 -0.67
C -9.505 1.396 5.171 0.67
F -8.494 1.535 6.000 -0.20
F -10.323 2.448 5.279 -0.23
F -10.117 0.243 5.409 -0.23
C 0.340 2.281 -0.673 0.38
F 0.287 3.394 0.052 -0.16
F -0.843 1.985 -1.181 -0.13
F 1.168 2.559 -1.682 -0.21
S 1.119 0.851 0.321 -0.27
O 2.511 0.840 -0.068 -0.45
O 0.900 1.058 1.730 -0.38
N 0.362 -0.576 -0.333 0.95
S -0.930 -0.971 0.647 0.45
O -1.681 0.116 1.229 -0.40
O -1.641 -2.004 -0.041 -0.47
C -0.123 -2.034 2.022 0.61
F 0.745 -1.349 2.776 -0.18
F -1.096 -2.493 2.799 -0.19
F 0.558 -3.010 1.458 -0.17
C -1.375 -2.403 -5.274 0.67
F -0.189 -2.901 -5.547 -0.17
F -1.372 -1.128 -5.648 -0.23
F -2.323 -3.056 -5.936 -0.24
S -1.797 -2.569 -3.367 0.83
O -2.009 -1.200 -2.983 -0.60
O -2.891 -3.482 -3.272 -0.53
N -0.269 -2.975 -2.703 0.34
S -0.130 -4.548 -2.799 0.52
O -0.728 -5.219 -3.939 -0.61
O 1.276 -4.884 -2.665 -0.57
C -1.015 -5.340 -1.275 0.61
F -0.655 -4.788 -0.134 -0.14
F -2.327 -5.281 -1.389 -0.19
F -0.590 -6.592 -1.327 -0.22
C -0.745 5.350 2.233 -0.64
C -0.305 4.665 3.475 0.38
N 0.051 4.108 4.413 -0.43
H -1.193 4.667 1.519 0.15
H 0.142 5.841 1.833 0.24
H -1.420 6.158 2.514 0.36
C 3.391 3.153 -3.792 -0.61
C 4.677 2.785 -3.274 0.47
N 5.695 2.449 -2.863 -0.52
H 2.494 2.732 -3.353 0.06
H 3.498 2.888 -4.849 0.34
H 3.329 4.242 -3.862 0.39
C 4.353 0.661 3.022 -0.46
C 3.529 1.688 3.669 0.32
N 2.889 2.514 4.144 -0.42
H 4.235 0.435 1.965 -0.18
H 4.120 -0.279 3.523 0.35
H 5.402 0.926 3.161 0.41
C 4.378 3.976 0.374 -0.28
C 3.412 4.814 1.070 0.40
N 2.666 5.407 1.709 -0.45
H 5.171 4.557 -0.087 0.39
H 3.832 3.282 -0.267 -0.15
H 4.853 3.315 1.102 0.10
```

## Properties
**Orbital gap**: 7.7 eV
**Spin multiplicity**: 1
**HOMO**: -5.18 eV
**Electronic energy**: -261784.3224 eV
**Net charge**: -2
**ΔE to the lowest compared entry with this formula, charge and spin**: 0.000 eV

***

(4)
C16H12F6IN3O6S2Ta as an isolated structure at a distorted geometry, computed with ωB97M-V/def2-TZVPD.

Geometry as XYZ:
```
47
Properties=species:S:1:pos:R:3:mulliken_charge:R:1
Ta 0.449 1.123 0.613 1.25
O -1.223 -6.754 0.631 -0.42
C -1.370 -5.965 -0.448 0.37
O -1.500 -6.408 -1.544 -0.43
C -1.327 -4.473 -0.253 0.00
C -0.238 -3.835 0.324 -0.71
C -0.161 -2.451 0.311 -0.07
C -1.160 -1.699 -0.282 1.19
C -2.296 -2.335 -0.787 -0.85
C -2.361 -3.713 -0.798 -1.34
N -1.058 -0.252 -0.350 0.20
C -1.843 0.383 -1.140 0.14
C -1.884 1.828 -1.099 0.39
C -2.830 2.569 -1.761 -0.84
C -2.868 3.952 -1.567 -0.35
C -1.958 4.543 -0.701 -0.94
C -1.022 3.752 -0.069 0.08
N -0.979 2.411 -0.266 0.20
H -1.241 -6.260 1.459 0.37
H 0.566 -4.416 0.758 0.55
H 0.692 -1.978 0.749 0.37
H -3.145 -1.782 -1.166 0.37
H -3.214 -4.212 -1.237 0.48
H -2.522 -0.134 -1.808 0.57
H -3.539 2.075 -2.414 0.56
H -3.611 4.553 -2.077 0.50
H -1.963 5.609 -0.514 0.48
H -0.308 4.186 0.617 0.59
I -1.965 0.931 2.571 0.44
C 0.068 1.470 2.667 -1.05
H 0.569 0.815 3.380 0.56
H 0.188 2.516 2.960 0.61
F 3.027 -2.546 1.188 -0.13
C 3.169 -1.266 1.351 0.70
F 2.087 -0.776 2.022 -0.15
F 4.249 -0.937 1.984 -0.18
S 3.152 -0.449 -0.358 1.15
O 1.622 -0.074 -0.427 -0.77
O 3.555 -1.355 -1.348 -0.47
N 3.971 0.879 -0.273 -0.40
S 3.535 2.161 0.480 0.90
O 2.223 1.793 1.264 -0.68
O 4.509 2.866 1.198 -0.44
C 2.696 3.262 -0.768 0.70
F 1.956 2.398 -1.518 -0.19
F 1.818 4.007 -0.089 -0.18
F 3.488 3.987 -1.464 -0.12
```

## Properties
**Orbital gap**: 4.2 eV
**Spin multiplicity**: 1
**HOMO**: -17.18 eV
**Electronic energy**: -81138.1901 eV
**Net charge**: +3
**ΔE to the lowest compared entry with this formula, charge and spin**: 1.025 eV

***

(5)
C16H12FN3OS2 in the gas phase at a distorted geometry, computed with ωB97M-V/def2-TZVPD.

Geometry as XYZ:
```
35
Properties=species:S:1:pos:R:3:mulliken_charge:R:1
O -2.111 -1.634 0.625 -0.63
C -2.105 -0.632 -0.049 0.72
C -0.808 -0.038 -0.580 -0.60
S -0.707 1.762 -0.265 -0.25
C 1.004 1.921 -0.042 0.51
N 1.849 0.960 -0.127 -0.31
C 3.130 1.376 0.105 -0.18
C 4.208 0.397 0.049 0.76
C 3.908 -0.926 -0.280 -0.36
C 4.901 -1.883 -0.340 -0.57
C 6.204 -1.507 -0.069 0.32
F 7.182 -2.435 -0.126 -0.32
C 6.534 -0.204 0.260 -0.59
C 5.532 0.745 0.318 -0.48
C 3.238 2.714 0.368 -0.53
S 1.701 3.489 0.333 -0.18
N -3.207 0.059 -0.441 -0.16
C -4.546 -0.191 -0.143 0.44
C -4.985 -1.264 0.630 -0.30
C -6.346 -1.385 0.841 -0.53
C -7.211 -0.453 0.286 -0.36
C -6.665 0.574 -0.467 -0.35
N -5.368 0.705 -0.679 -0.55
H 0.043 -0.501 -0.082 0.36
H -0.735 -0.197 -1.657 0.33
H 2.884 -1.191 -0.487 0.44
H 4.679 -2.908 -0.593 0.44
H 7.561 0.052 0.467 0.44
H 5.785 1.760 0.577 0.25
H 4.112 3.294 0.577 0.40
H -3.090 0.898 -0.996 0.24
H -4.280 -1.965 1.042 0.45
H -6.728 -2.202 1.435 0.40
H -8.277 -0.521 0.433 0.37
H -7.287 1.331 -0.926 0.38
```

## Properties
**Orbital gap**: 8.6 eV
**Spin multiplicity**: 1
**HOMO**: -8.16 eV
**Electronic energy**: -47693.2933 eV
**Net charge**: 0

***

(6)
C16H12N2O4S in the gas phase, computed with ωB97M-V/def2-TZVPD.

Geometry as XYZ:
```
35
Properties=species:S:1:pos:R:3:mulliken_charge:R:1
O 1.092 2.250 1.785 -0.66
C 0.830 1.076 1.667 0.63
C -0.014 0.334 2.715 -1.01
N -0.922 -0.620 2.126 -0.03
C -0.775 -1.956 2.359 0.83
O 0.061 -2.467 3.054 -0.60
S -2.022 -2.854 1.441 -0.25
C -2.653 -1.360 0.775 0.80
C -3.701 -1.201 -0.111 -0.62
C -4.025 0.082 -0.519 -0.49
C -3.313 1.177 -0.050 -0.83
C -2.262 1.021 0.838 -0.57
C -1.935 -0.261 1.254 0.27
N 1.211 0.259 0.654 0.01
C 1.892 0.564 -0.520 0.49
C 2.531 1.793 -0.678 -0.56
C 3.220 2.090 -1.836 -0.54
C 3.294 1.164 -2.867 -0.63
C 2.665 -0.053 -2.725 -0.74
C 1.953 -0.379 -1.566 0.36
C 1.324 -1.716 -1.587 0.53
O 1.448 -2.500 -2.493 -0.64
O 0.558 -2.038 -0.514 -0.41
H 0.655 -0.220 3.382 0.39
H -0.563 1.076 3.303 0.35
H -4.245 -2.059 -0.471 0.42
H -4.840 0.229 -1.211 0.39
H -3.578 2.169 -0.382 0.39
H -1.709 1.875 1.194 0.42
H 0.898 -0.704 0.706 0.15
H 2.477 2.512 0.122 0.50
H 3.706 3.049 -1.932 0.41
H 3.837 1.392 -3.770 0.40
H 2.703 -0.792 -3.510 0.46
H 0.202 -2.934 -0.633 0.37
```

## Properties
**Orbital gap**: 9.0 eV
**Spin multiplicity**: 1
**HOMO**: -8.82 eV
**Electronic energy**: -38794.5104 eV
**Net charge**: 0
**ΔE to the lowest compared entry with this formula, charge and spin**: 0.000 eV